1.
The following is a quantum chemistry calculation of an isolated molecule of C14H21F7INO7S2 in a non-equilibrium geometry, from OMol25.

The HOMO energy comes out at -8.95 eV. The SMILES is CCOCCOC[C@]1(I)C[C@@H](CNC)OS(=O)(=O)[C@H]1S(=O)(=O)C(F)(F)C(F)(F)C(F)(F)F. The value obtained for the calculated total energy is -2920.364827 Ha. As for the multiplicity: 1.

Geometry as XYZ:
```
53
Properties=species:S:1:pos:R:3:forces:R:3:nbo_charge:R:1
C 2.879607 2.310638 1.272712 -0.123 0.315 -0.436 -0.63
C 2.954563 2.845928 -0.246789 -1.268 -1.560 0.835 -0.08
O 3.772561 1.917854 -1.027175 -0.726 1.331 -0.940 -0.54
C 3.337719 1.920154 -2.401482 0.323 -0.465 -0.719 -0.08
C 2.162936 0.821523 -2.682351 0.679 1.841 0.544 -0.11
O 1.972307 0.103526 -1.447929 -0.382 -1.209 -0.858 -0.57
C 1.743365 -1.300814 -1.642217 0.522 -0.233 -0.717 -0.10
C 0.673058 -1.908202 -0.595972 -1.295 -0.196 -0.788 -0.15
I 1.528774 -3.795828 0.095386 -0.138 0.474 -0.024 0.21
C -0.708763 -2.317476 -1.351610 -0.015 -0.103 -0.323 -0.51
C -1.270989 -1.175689 -2.318348 -1.386 -1.791 -0.999 0.05
C -2.873747 -1.293597 -2.559556 0.501 -0.588 -0.445 -0.24
N -3.442607 -0.087819 -3.213672 -0.342 -0.530 1.197 -0.64
C -4.172373 0.796621 -2.263707 -0.083 1.463 0.055 -0.42
O -0.995576 0.188100 -1.886318 1.187 -1.071 2.434 -0.66
S -0.968991 0.305067 -0.222635 -3.343 5.292 1.383 2.23
O -2.360940 0.074862 0.267555 3.379 -1.121 -1.111 -0.90
O -0.552269 1.706549 0.105094 0.137 -3.805 -1.396 -0.88
C 0.270697 -0.879124 0.556234 1.096 0.944 -1.306 -0.70
S -0.346314 -1.650443 2.126276 1.313 -5.886 1.945 1.98
O 0.890536 -1.994898 2.927832 -2.974 1.984 -2.237 -0.88
O -1.237036 -2.845493 1.906844 1.842 3.902 -0.089 -0.85
C -1.322473 -0.484960 3.218895 -3.051 1.352 0.335 0.44
F -2.694348 -0.790036 3.035305 3.018 0.615 0.110 -0.29
F -1.147981 0.869262 2.929335 0.024 -2.514 0.534 -0.30
C -1.070048 -0.733650 4.799300 -1.941 -0.473 0.643 0.58
F -2.255543 -0.257606 5.420095 2.320 -0.838 -1.189 -0.30
F -1.018550 -2.094232 5.125390 0.364 2.880 -0.942 -0.28
C 0.120430 0.134609 5.413919 1.220 -0.347 2.430 0.93
F -0.432338 1.259884 6.035961 1.627 -1.970 -1.895 -0.30
F 1.145776 0.438784 4.538433 -2.429 -0.188 1.598 -0.29
F 0.696633 -0.622956 6.456240 -1.093 1.506 -2.158 -0.31
H 1.943118 2.742166 1.773535 1.403 -0.489 -0.689 0.22
H 2.779695 1.168576 1.300845 0.271 1.646 -0.248 0.20
H 3.801561 2.610820 1.858870 -1.111 -0.420 -0.646 0.22
H 1.887333 2.726997 -0.652561 1.372 0.630 0.580 0.18
H 3.323568 3.915010 -0.320339 -0.363 -1.256 0.037 0.18
H 2.966609 2.937302 -2.747585 0.442 -1.083 0.589 0.18
H 4.224723 1.656977 -3.080324 -1.078 0.343 1.239 0.19
H 2.531062 0.192942 -3.549929 -0.794 0.438 1.084 0.19
H 1.215151 1.414637 -2.904079 1.007 -1.142 -0.021 0.20
H 2.726708 -1.889372 -1.574054 -1.330 0.970 0.182 0.21
H 1.393943 -1.444138 -2.726896 0.049 -0.151 1.661 0.19
H -0.510581 -3.257653 -1.977588 -0.256 1.499 0.801 0.26
H -1.538872 -2.594532 -0.629714 1.250 0.332 -0.464 0.26
H -0.815051 -1.370243 -3.354255 -0.309 1.027 1.528 0.21
H -3.034378 -2.169508 -3.276582 0.358 0.875 1.052 0.20
H -3.435591 -1.528669 -1.594808 0.881 0.464 -1.245 0.22
H -2.734682 0.427798 -3.744769 -0.429 -0.246 0.425 0.36
H -4.730380 0.223770 -1.455950 0.948 0.538 -1.125 0.21
H -4.959662 1.429925 -2.806305 1.109 -1.002 0.541 0.20
H -3.453922 1.542956 -1.774847 -1.083 -1.006 -0.306 0.18
H 1.141572 -0.196299 0.866292 -1.299 -0.978 -0.442 0.35
```
Positions in Å, forces in eV/Å.


2.
The following is a quantum chemistry calculation of an isolated molecule of C3H5NOS in a non-equilibrium geometry, from OMol25.

The HOMO energy comes out at -8.90 eV. The SMILES is CS/N=C\C=O. The value obtained for the calculated total energy is -645.400397 Ha. As for the multiplicity: 1.

Geometry as XYZ:
```
11
Properties=species:S:1:pos:R:3:forces:R:3:nbo_charge:R:1
C 0.894358 -1.559168 -0.632632 -1.663 -1.224 0.822 -0.09
C 1.531820 -0.283669 -0.418581 -0.979 1.372 -0.002 0.38
C -1.674144 1.081103 -0.110043 2.303 -0.320 -0.124 -0.79
N -0.317487 -1.666713 -0.203887 0.401 0.009 -0.794 -0.54
O 2.676656 -0.037100 -0.188293 0.728 -0.039 -0.169 -0.49
S -1.580778 -0.788292 0.180767 -1.578 0.561 -0.154 0.53
H 1.250090 -2.561134 -0.785117 1.365 0.082 -0.227 0.21
H 0.698451 0.487918 -0.328518 1.106 -0.260 -0.019 0.09
H -1.547084 1.390975 0.922228 0.393 0.756 -0.095 0.23
H -2.704343 1.301225 -0.354694 -0.083 -0.142 -0.606 0.24
H -0.854245 1.521240 -0.824119 -1.992 -0.794 1.367 0.24
```
Positions in Å, forces in eV/Å.